--- one ---
{
  "formula": "C6H12N3",
  "method": "ωB97M-V/def2-TZVPD",
  "total_charge": 1,
  "e_lumo_ev": -3.31,
  "homo_lumo_gap_ha": 0.38769,
  "symbols": ["H", "N", "C", "C", "C", "N", "C", "N", "C", "C", "H", "H", "H", "H", "H", "H", "H", "H", "H", "H", "H"],
  "positions_angstrom": [[-0.924, 2.323, -1.591], [0.065, 1.896, -1.468], [0.133, 0.729, -1.038], [-1.220, -0.067, -0.765], [-1.679, 0.433, 0.709], [-1.061, -1.526, -0.677], [0.122, -2.012, -0.479], [1.208, -1.274, -0.300], [1.376, 0.140, -0.575], [1.986, 0.850, 0.635], [-2.028, 0.275, -1.423], [-2.582, -0.151, 1.132], [-1.929, 1.427, 0.543], [-0.754, 0.412, 1.226], [-1.738, -2.273, -0.695], [0.139, -3.156, -0.526], [2.132, -1.737, 0.053], [2.160, 0.139, -1.345], [1.430, 0.448, 1.589], [1.838, 1.851, 0.539], [3.090, 0.749, 0.680]]
}



--- two ---
{
  "formula": "C6H12N3",
  "method": "ωB97M-V/def2-TZVPD",
  "total_charge": 1,
  "e_lumo_ev": [-3.98, -3.98],
  "homo_lumo_gap_ha": [0.22454, 0.22434],
  "symbols": ["C", "C", "C", "C", "C", "C", "N", "N", "N", "H", "H", "H", "H", "H", "H", "H", "H", "H", "H", "H", "H"],
  "positions_angstrom": [[1.324, -1.597, 0.091], [2.867, 1.243, 0.888], [2.600, -0.937, -0.504], [-0.577, -0.128, -0.511], [-0.416, 1.301, -1.012], [-2.612, 0.007, 1.073], [3.034, 0.291, 0.199], [0.176, -1.065, -0.105], [-2.073, -0.449, -0.242], [1.430, -2.355, 0.910], [2.948, 2.141, 1.424], [3.426, -1.665, -0.489], [2.523, -0.773, -1.522], [-1.384, 1.765, -0.736], [-0.383, 1.390, -2.048], [0.354, 1.984, -0.799], [-3.526, -0.453, 1.265], [-1.981, -0.174, 2.011], [-2.711, 1.069, 1.163], [-2.814, -0.150, -0.806], [-2.206, -1.446, -0.250]]
}



--- three ---
{
  "formula": "C6H12N3",
  "method": "ωB97M-V/def2-TZVPD",
  "total_charge": 1,
  "e_lumo_ev": -4.01,
  "homo_lumo_gap_ha": 0.33422,
  "symbols": ["C", "C", "C", "N", "C", "C", "N", "C", "N", "H", "H", "H", "H", "H", "H", "H", "H", "H", "H", "H", "H"],
  "positions_angstrom": [[-1.045, 1.756, 0.562], [-1.041, 1.036, -0.763], [0.080, 0.684, -1.557], [1.341, 0.549, -1.091], [1.500, -0.294, -0.162], [2.905, -0.645, 0.378], [0.366, -1.046, 0.331], [-0.910, -1.076, -0.331], [-1.955, -1.236, 0.479], [-1.169, 2.836, 0.410], [-0.248, 1.609, 1.129], [-1.846, 1.606, 1.277], [-2.020, 1.156, -1.284], [-0.107, 0.378, -2.562], [2.839, -1.758, 0.256], [2.995, -0.402, 1.435], [3.698, -0.129, -0.226], [0.372, -1.029, 1.357], [-0.989, -1.623, -1.248], [-1.850, -0.933, 1.452], [-2.916, -1.440, 0.159]]
}



Preferred: one; penalty for the next structure: 88.7 kJ/mol.